ORCA calculation (ωB97M-V/def2-TZVPD) on 2 unconnected molecules or ions with the total composition C26H39N3O4.

Geometry as XYZ:
```
72
Properties=species:S:1:pos:R:3:forces:R:3
C 2.131 0.987 -1.254 -0.114 -0.606 0.672
N 1.372 0.200 -2.280 0.179 1.036 -0.526
C 2.125 0.180 -3.539 0.419 -0.441 0.005
C 0.131 0.779 -2.456 0.442 0.000 0.244
O -0.206 1.403 -3.435 -0.439 -0.076 -0.553
C -0.858 0.578 -1.304 -0.237 0.352 -0.594
C -2.010 1.505 -1.518 0.244 -0.448 0.262
C -3.277 1.088 -1.857 -0.079 0.391 0.033
C -4.287 2.023 -2.069 0.034 0.136 -0.272
C -5.705 1.717 -2.478 -0.122 -0.437 0.370
C -6.275 0.375 -2.073 -0.253 -0.136 0.172
C -5.747 -0.855 -2.455 0.143 0.038 -0.118
C -6.341 -2.048 -2.074 -0.221 -0.205 0.057
C -7.502 -2.049 -1.314 0.032 0.462 0.069
C -8.038 -0.831 -0.921 0.086 -0.156 -0.118
C -7.433 0.358 -1.301 -0.189 -0.040 0.153
C -3.961 3.374 -1.919 0.349 0.207 0.099
C -2.690 3.775 -1.586 -0.317 0.024 0.063
C -2.270 5.219 -1.459 -0.021 -0.269 -0.598
O -2.544 5.925 -2.655 0.281 0.041 -0.165
O -3.841 6.495 -2.538 -0.436 0.184 0.376
N -1.747 2.824 -1.394 -0.485 0.113 0.036
H 2.418 0.363 -0.419 0.234 -0.295 0.414
H 1.541 1.827 -0.880 -0.020 0.058 -0.027
H 3.037 1.401 -1.684 0.016 -0.008 -0.244
H 1.558 -0.299 -4.330 -0.197 0.088 -0.028
H 3.028 -0.408 -3.394 0.027 -0.077 0.208
H 2.442 1.176 -3.850 -0.197 0.145 -0.121
H -1.227 -0.438 -1.415 0.175 -0.195 0.409
H -0.378 0.744 -0.341 0.008 -0.321 0.151
H -3.477 0.038 -1.963 0.128 -0.153 0.108
H -5.843 1.861 -3.553 0.271 0.025 -0.098
H -6.322 2.474 -1.997 -0.112 0.126 -0.091
H -4.861 -0.901 -3.072 0.018 -0.001 -0.157
H -5.917 -2.993 -2.376 0.134 -0.013 -0.110
H -8.003 -2.959 -1.024 0.111 -0.188 -0.025
H -8.935 -0.817 -0.322 -0.099 0.093 0.042
H -7.906 1.281 -0.990 0.123 0.146 -0.013
H -4.717 4.127 -2.068 -0.058 0.121 0.049
H -2.743 5.716 -0.617 0.023 0.028 0.125
H -1.185 5.267 -1.381 0.096 0.099 0.230
H -4.296 6.191 -3.334 0.211 -0.093 -0.166
H -0.803 3.108 -1.174 0.094 -0.018 -0.053
C 6.392 -2.265 2.019 0.257 -0.211 -0.012
C 4.903 -2.657 1.983 0.459 -0.101 0.378
C 4.620 -3.651 3.118 -0.193 -0.145 0.224
C 4.628 -3.046 4.525 -0.025 0.019 0.015
C 4.225 -1.565 4.539 0.244 -0.112 0.113
C 3.391 -1.120 3.330 0.108 -0.173 0.335
N 4.138 -1.407 2.119 0.065 0.244 -0.232
O 3.482 -1.016 0.979 -0.475 0.258 -0.404
C 3.231 0.397 3.437 -0.181 0.253 0.028
C 1.992 -1.755 3.392 -0.286 -0.068 0.046
C 4.647 -3.394 0.675 -0.159 0.022 -0.270
H 6.619 -1.581 1.199 -0.112 0.048 0.007
H 7.043 -3.143 1.917 -0.036 -0.005 -0.014
H 6.651 -1.764 2.953 -0.075 0.017 0.015
H 3.646 -4.116 2.946 -0.003 0.076 -0.127
H 5.342 -4.472 3.072 0.043 0.038 -0.075
H 3.949 -3.622 5.158 0.007 -0.019 -0.013
H 5.617 -3.154 4.977 0.005 0.038 -0.011
H 3.687 -1.345 5.465 -0.111 0.060 -0.072
H 5.130 -0.951 4.575 -0.027 0.047 -0.152
H 4.198 0.891 3.337 0.028 -0.074 -0.057
H 2.807 0.671 4.410 -0.015 -0.066 0.025
H 2.568 0.782 2.661 0.062 -0.093 -0.092
H 1.487 -1.475 4.323 0.036 0.018 0.016
H 2.024 -2.845 3.353 0.052 0.017 -0.013
H 1.374 -1.408 2.563 0.145 -0.007 -0.112
H 5.281 -4.284 0.628 0.026 -0.016 0.136
H 4.881 -2.774 -0.189 -0.099 0.090 0.060
H 3.607 -3.714 0.595 -0.021 0.111 -0.016
```
Forces are in eV/Å.

Multiplicity = 1
LUMO level = -1.8 eV
ΔE to the lowest compared entry with this formula, charge and spin = 221.03 kcal/mol
Charge = 0
HOMO energy = -3.53 eV
Frontier orbital gap = 1.77 eV

---

ORCA calculation (ωB97M-V/def2-TZVPD) on 2 unconnected molecules or ions with the total composition C3H5NO.

Geometry as XYZ:
```
10
Properties=species:S:1:pos:R:3:forces:R:3
C 3.103 -0.088 -0.380 1.520 -0.320 0.941
C -1.264 0.922 -0.063 0.445 0.760 -0.499
C -0.659 -0.234 -0.252 -0.050 -0.087 0.182
N 3.357 0.250 0.679 -0.046 0.940 0.674
O 0.658 -0.556 -0.239 1.671 3.030 -0.206
H -2.352 0.932 -0.222 0.706 0.388 0.370
H -0.630 1.818 0.051 -0.827 -0.220 0.077
H 3.098 -0.723 -1.190 -0.395 -0.633 -1.729
H -1.282 -1.082 -0.402 -0.132 -0.956 -0.181
H 1.290 0.322 -0.240 -2.891 -2.903 0.372
```
Forces are in eV/Å.

Multiplicity = 1
LUMO level = 0.9 eV
ΔE to the lowest compared entry with this formula, charge and spin = 57.30 kcal/mol
Charge = 0
SMILES = C=CO.C#N
HOMO energy = -9.19 eV
Frontier orbital gap = 10.07 eV

---

ORCA calculation (ωB97M-V/def2-TZVPD) on 21 unconnected molecules or ions with the total composition H41O21.

Geometry as XYZ:
```
62
Properties=species:S:1:pos:R:3:forces:R:3
O 0.065 -1.408 0.580 -0.491 -0.285 0.565
H -0.694 -0.806 0.365 0.033 -0.096 0.635
H -0.239 -2.207 0.138 0.331 -0.112 -0.040
O -2.061 0.020 -0.362 0.374 0.529 -0.417
H 4.238 -0.427 -0.101 0.700 -0.261 0.016
H 1.660 4.564 -2.722 0.312 0.439 0.178
O -0.949 -4.825 -0.543 0.162 0.451 0.512
H 2.536 1.901 0.493 -0.256 0.254 0.131
H -0.989 -4.502 0.377 0.127 -0.267 -0.617
O 3.309 2.454 0.404 1.378 0.012 -0.278
H -1.760 2.852 2.900 -0.143 -0.269 -0.002
H 0.390 3.607 3.715 0.079 0.102 0.021
O 0.745 3.931 2.879 0.006 0.092 0.358
H 0.041 3.735 2.255 0.155 -0.077 -0.296
H -1.736 4.813 -0.434 -0.209 -0.140 -0.256
O 2.891 -4.024 -1.392 2.137 -0.392 -0.944
H 0.590 1.785 1.099 0.104 0.806 0.572
H 2.506 -4.803 -1.779 -1.146 0.117 0.828
O -0.255 2.221 0.883 0.706 -1.186 0.011
H -3.136 -3.654 -0.013 -0.124 0.080 -0.260
H -2.024 -2.877 3.544 -0.075 0.044 0.074
O -2.318 2.328 -2.589 0.020 -0.168 -0.602
H 3.162 3.397 0.468 -0.807 -0.109 -0.013
H 2.509 -3.412 -0.765 -0.906 -0.345 -0.232
O -1.185 -2.243 -1.661 0.793 0.159 0.337
H -2.764 3.074 -2.180 0.163 -0.158 0.400
H -3.056 2.693 3.711 0.059 -0.105 -0.098
O -2.273 4.053 -0.167 0.237 0.684 0.228
H -0.631 1.423 0.472 -1.336 0.305 -0.369
H 0.776 3.692 -1.974 -0.140 0.013 0.683
O 0.861 -0.825 3.819 0.242 -0.019 0.633
H 2.267 -0.154 2.183 -0.265 0.744 0.059
H 0.290 -1.540 4.123 -0.262 -0.008 -0.553
O 0.628 0.089 -1.499 0.472 0.703 -0.788
H -0.670 -4.038 -1.058 -0.428 -0.223 0.216
H -0.296 0.231 -1.730 -0.081 0.027 0.069
O -2.333 3.301 3.533 0.137 0.163 0.026
H -1.373 -1.393 -1.169 -0.505 -0.932 -1.015
H -1.653 -2.247 -2.499 -0.370 0.209 0.263
O 2.634 -0.581 -4.176 -0.122 -0.597 0.035
H 2.971 -1.347 -4.655 0.192 0.149 -0.107
H 1.847 -0.954 -3.756 -0.129 0.410 0.151
O -3.926 -3.429 0.498 0.197 -0.026 0.392
H -3.217 -0.678 -1.642 0.538 -0.652 -0.199
H 0.651 0.217 -0.548 0.185 -0.217 0.056
O 2.383 0.028 1.235 0.028 -0.989 0.795
H -1.792 3.782 0.625 -0.136 -0.436 -0.106
O 1.297 4.498 -1.829 -0.263 -0.497 -0.772
H -2.755 0.558 0.027 0.065 -0.058 0.235
H 2.415 -0.911 0.982 -0.229 0.427 -0.747
O -2.201 -2.035 3.112 0.012 -0.311 0.142
H 3.251 -1.406 -2.083 0.450 -0.067 -0.165
H -2.543 -2.315 2.254 -0.039 0.170 -0.153
O 2.992 -1.506 -1.163 -1.177 0.636 0.384
H -4.428 -1.402 -1.348 -0.420 -0.492 -0.440
H 2.092 -1.116 -1.185 0.276 -0.092 0.022
O -3.684 -1.498 -1.955 -0.714 1.200 0.412
H -2.264 1.627 -1.925 -0.014 0.119 0.300
H -4.081 -2.499 0.303 0.216 -0.086 -0.126
O 5.145 -0.063 -0.156 -0.648 0.260 -0.270
H 4.901 0.778 -0.571 0.421 0.163 0.268
H 1.246 -0.528 4.652 0.132 0.207 -0.141
```
Forces are in eV/Å.

Multiplicity = 1
LUMO level = 2.1 eV
ΔE to the lowest compared entry with this formula, charge and spin = 69.50 kcal/mol
Charge = -1
HOMO energy = -7.33 eV
Frontier orbital gap = 9.43 eV

---

ORCA calculation (ωB97M-V/def2-TZVPD) on a gas-phase ion, C5H14N3 (charge +1).

Geometry as XYZ:
```
22
Properties=species:S:1:pos:R:3:forces:R:3
C -2.729 0.977 -0.382 -0.342 0.846 -0.027
C -1.202 0.914 -0.257 -1.261 -0.723 0.406
C -0.693 -0.309 -1.023 2.713 1.066 -0.568
C 0.855 -0.242 -1.236 -0.625 1.332 -0.106
N 2.704 -1.405 1.695 0.849 -0.402 -1.024
C 2.295 -1.232 0.437 -1.137 -0.541 0.411
N 1.598 -0.224 0.022 0.369 -0.737 -0.283
N -0.763 0.815 1.149 1.049 0.438 -0.835
H -3.201 1.511 0.442 0.264 0.145 0.164
H -3.035 1.527 -1.274 0.088 -0.200 -0.137
H -3.209 0.019 -0.404 -0.082 -0.750 -0.079
H -0.852 1.848 -0.699 0.563 -0.144 0.088
H -1.017 -0.243 -2.061 -0.735 -0.620 0.189
H -0.784 -1.263 -0.515 -1.159 -0.131 -0.047
H 1.212 -0.963 -1.942 0.278 -1.111 0.164
H 1.121 0.668 -1.752 -0.107 0.681 -0.018
H 2.712 -0.608 2.264 -0.210 1.291 1.094
H 3.517 -1.980 1.869 -0.266 -0.401 -0.159
H 2.322 -2.097 -0.213 0.574 0.050 -0.242
H 1.286 0.501 0.663 -0.160 0.069 0.281
H -0.861 1.705 1.616 -0.379 -0.147 0.265
H -1.276 0.081 1.602 -0.285 -0.009 0.463
```
Forces are in eV/Å.

Multiplicity = 1
LUMO level = -3.3 eV
ΔE to the lowest compared entry with this formula, charge and spin = 18.74 kcal/mol
Charge = +1
SMILES = C[C@@H](N)CC/[NH+]=C/N
HOMO energy = -13.20 eV
Frontier orbital gap = 9.91 eV

---

ORCA calculation (ωB97M-V/def2-TZVPD) on a molecular structure, C16H40N5O8Zr.

Geometry as XYZ:
```
70
Properties=species:S:1:pos:R:3:forces:R:3
Zr -0.488 -2.861 2.007 -2.729 5.776 -5.414
O -0.357 -0.977 1.160 0.437 -2.694 1.593
H -0.308 -0.052 0.851 -0.116 -0.972 0.426
O 1.109 -3.520 0.859 -1.794 0.412 1.645
H 1.676 -3.407 0.071 -0.529 -0.073 0.861
C -3.269 -1.832 3.897 0.340 -0.354 1.256
O -2.434 -2.155 2.810 2.916 -1.870 -0.629
H -4.312 -1.542 3.772 0.112 0.445 -1.371
H -3.441 -2.684 4.555 0.540 -0.360 0.161
H -2.776 -1.060 4.489 -0.136 0.139 0.108
C 0.304 2.007 -3.188 -1.291 -0.869 0.917
O 0.702 3.037 -3.591 1.095 2.978 -1.140
N 0.846 0.824 -3.439 2.457 -2.462 0.613
C 0.199 -0.334 -2.800 -2.057 0.693 -1.557
C 2.003 0.596 -4.301 0.678 0.371 -0.447
H -0.611 1.919 -2.581 -0.107 0.042 0.200
H -0.335 -0.142 -1.870 0.731 0.474 0.407
H 0.677 -1.311 -2.737 0.561 0.505 -0.377
H -0.631 -0.307 -3.506 -0.726 -1.855 0.136
H 2.696 -0.151 -3.914 -0.067 0.170 0.582
H 1.859 0.257 -5.326 -1.187 -0.297 -0.066
H 2.554 1.511 -4.521 -0.110 0.247 0.769
C 2.580 3.091 3.250 0.509 1.714 0.275
O 3.259 4.068 3.585 -1.375 -1.619 -0.569
N 1.383 3.148 2.573 -1.373 0.062 0.498
C 0.609 1.969 2.312 0.779 -1.233 -0.652
C 0.491 4.318 2.434 1.012 -0.050 -0.220
H 2.885 2.053 3.454 0.062 0.049 -0.109
H -0.161 1.795 3.063 0.016 -0.291 0.009
H 1.227 1.103 2.078 0.437 -0.202 1.431
H 0.160 1.937 1.319 -0.643 1.242 -0.228
H 0.944 5.175 2.933 0.181 0.195 -0.812
H 0.291 4.321 1.363 0.281 1.172 -0.141
H -0.516 4.253 2.847 0.087 -0.877 0.688
C -2.147 -3.136 -0.946 1.968 -0.147 -2.393
O -1.788 -3.259 0.237 -0.064 -0.157 1.670
N -1.765 -4.019 -1.873 -0.034 0.024 -0.206
C -1.722 -3.907 -3.351 -1.781 2.037 1.413
C -0.950 -5.097 -1.553 2.173 -2.713 2.148
H -2.536 -2.228 -1.432 -0.578 -0.031 0.848
H -0.699 -3.615 -3.588 -0.237 -0.292 -0.483
H -2.415 -3.077 -3.483 0.112 0.092 -1.128
H -2.124 -4.810 -3.811 0.385 0.110 0.016
H -0.029 -5.135 -2.135 -0.170 0.274 -0.466
H -0.551 -5.088 -0.539 -0.383 0.285 0.133
H -1.398 -6.085 -1.655 -0.433 0.123 -0.281
C -3.932 1.992 -1.803 1.954 0.704 0.361
O -3.052 2.207 -2.643 -1.431 -0.543 0.752
N -3.714 2.164 -0.458 -0.804 -0.462 0.323
C -2.418 2.518 0.106 -0.504 0.990 -0.464
C -4.682 1.607 0.516 0.433 -0.480 -0.549
H -4.963 1.669 -2.013 0.112 0.043 -0.231
H -1.976 1.740 0.729 -0.100 -0.260 -0.148
H -2.596 3.394 0.730 0.183 -0.026 0.320
H -1.745 2.865 -0.678 -0.018 -0.368 -0.064
H -4.500 0.532 0.534 -0.265 -0.238 0.281
H -4.536 1.961 1.536 0.238 0.370 -0.263
H -5.727 1.775 0.255 0.162 0.168 -0.253
C 4.656 0.162 2.613 0.337 -1.178 0.618
O 3.920 -0.153 3.553 0.407 0.532 -1.458
N 4.395 0.041 1.287 -0.252 1.077 1.700
C 5.446 0.444 0.336 -0.656 0.078 -0.330
C 3.142 -0.549 0.873 1.535 -0.078 -2.548
H 5.725 0.401 2.725 -0.148 0.499 0.588
H 6.121 1.196 0.744 0.586 -1.005 0.869
H 5.171 1.101 -0.489 -1.281 -0.461 -0.294
H 5.835 -0.487 -0.077 0.827 0.413 -0.027
H 2.992 -1.597 1.132 -0.283 0.363 1.180
H 2.289 0.130 0.870 0.059 -0.415 0.327
H 3.457 -0.704 -0.158 -1.036 0.062 -0.799
```
Forces are in eV/Å.

Multiplicity = 1
LUMO level = -5.3 eV
ΔE to the lowest compared entry with this formula, charge and spin = 199.25 kcal/mol
Charge = +1
HOMO energy = -11.21 eV
Frontier orbital gap = 5.90 eV

---

ORCA calculation (ωB97M-V/def2-TZVPD) on a single C6H10O molecule.

Geometry as XYZ:
```
17
Properties=species:S:1:pos:R:3:forces:R:3
C -2.027 -0.420 0.371 0.116 0.220 -0.021
C -0.881 -0.036 -0.670 0.756 -0.127 0.045
O -0.418 1.351 -0.716 -0.591 -0.143 0.514
C 0.948 1.552 -0.282 -0.233 -0.237 0.090
C 1.583 0.180 -0.165 -0.389 0.039 -0.177
C 1.014 -0.753 0.858 -0.092 -0.125 0.255
C 0.494 -0.807 -0.549 -0.684 -0.135 0.142
H -3.074 -0.285 -0.009 1.103 0.270 -0.147
H -1.983 0.164 1.291 0.198 -0.124 0.085
H -1.997 -1.499 0.614 0.405 0.489 -0.050
H -1.459 -0.212 -1.574 0.868 0.008 -0.746
H 1.502 2.167 -1.016 -0.516 -0.273 0.118
H 0.949 2.105 0.672 -0.079 -0.171 -0.195
H 2.635 0.054 -0.448 -0.614 -0.012 -0.133
H 0.321 -0.333 1.583 0.207 -0.089 0.030
H 1.622 -1.573 1.222 0.026 0.142 -0.007
H 0.770 -1.656 -1.181 -0.481 0.269 0.197
```
Forces are in eV/Å.

Multiplicity = 1
LUMO level = 1.1 eV
ΔE to the lowest compared entry with this formula, charge and spin = 31.19 kcal/mol
Charge = 0
SMILES = C[C@H]1OC[C@H]2C[C@H]21
HOMO energy = -9.46 eV
Frontier orbital gap = 10.57 eV